154
Properties=species:S:1:pos:R:3 method="wB97M-V/def2-TZVPD" homo_lumo_gap_ev=6.11 charge=+1 lumo_ev=-3.28
S 1.111 -3.389 -0.740
S 3.871 -3.624 0.441
O -1.092 3.474 -6.790
O 3.957 -0.624 -5.925
O 1.035 -2.374 -7.400
O -6.226 4.627 -0.238
O -5.440 0.456 2.833
O 4.776 -1.744 -7.730
O 0.776 4.324 -5.830
O -3.434 0.923 1.685
O -1.307 -2.139 -3.639
O -0.381 7.317 -1.301
O 3.646 -6.302 8.232
O -1.322 8.735 0.196
O 0.904 -4.639 -7.438
O -4.550 4.112 -1.336
O 1.718 -5.815 9.319
O -1.579 1.912 -0.941
O -5.154 -0.005 6.040
O 0.116 -0.383 -3.460
N 1.708 -4.464 1.946
N -1.821 3.668 1.500
N -5.050 4.875 -0.284
C -0.724 1.817 2.984
C -0.634 -3.666 2.933
C 4.353 -0.729 -7.226
C -4.304 -0.132 2.183
C -0.917 2.456 1.495
C 3.997 1.551 -6.789
C 2.902 -5.150 -6.334
C -0.626 -1.068 -4.126
C 4.642 -7.327 8.333
C -2.001 -2.787 -4.713
C -2.325 3.144 -0.893
C 4.566 -7.815 9.761
C -3.931 2.922 -0.693
C 2.636 -2.334 3.323
C 2.212 -3.875 0.695
C -1.753 4.250 0.119
C 1.447 -3.455 -7.049
C -0.894 -0.902 -5.595
C 2.584 -3.690 -6.096
C -0.570 4.174 -5.962
C -4.259 0.681 5.110
C -2.979 -4.842 2.160
C 1.305 1.611 4.635
C 3.015 -4.307 5.764
C -2.346 8.585 -1.915
C 3.099 -7.638 10.090
C -0.194 -0.937 -0.520
C 3.419 -2.819 5.914
C -5.064 1.355 3.902
C 3.413 0.682 -5.701
C 1.232 -1.562 -1.018
C -0.586 -5.606 1.135
C -1.228 8.130 -1.017
C -2.144 -1.734 -5.786
C 2.272 -3.827 3.155
C -1.279 1.372 0.371
C -0.211 5.925 -4.439
C -2.822 9.842 -1.218
C -2.132 -5.729 1.196
C 0.306 2.646 3.907
C -2.389 0.302 0.894
C -2.199 -3.806 3.014
C 1.563 -5.711 -6.752
C -2.498 9.554 0.229
C 4.144 0.579 -7.939
C 2.815 2.055 4.262
C 2.472 -4.774 4.395
C 3.228 -1.852 4.697
C 0.238 -4.570 1.986
C -1.288 4.968 -4.904
C 2.715 -6.479 9.212
C 0.077 0.485 0.169
C 1.054 5.136 -4.683
H -4.580 -0.165 6.829
H 1.907 5.785 -4.891
H 0.135 2.861 1.222
H -2.236 10.698 -1.566
H -3.120 7.814 -1.939
H 0.867 3.369 3.202
H 5.623 -6.911 8.096
H -1.606 4.293 -4.106
H -3.438 -0.050 4.799
H -0.325 6.244 -3.401
H -2.826 -0.323 0.042
H 4.923 -8.839 9.885
H 3.232 0.515 -8.537
H 2.088 -1.041 -0.472
H 3.553 -0.762 4.877
H -1.785 1.814 3.449
H -0.185 -2.865 3.614
H 2.237 -3.511 -5.074
H 3.380 2.419 -7.025
H -0.960 -0.872 -1.360
H -2.773 3.476 1.852
H -1.376 4.364 2.140
H 2.508 -8.512 9.804
H -0.048 -1.303 -6.159
H -2.238 3.611 -1.948
H 2.948 -7.399 11.143
H 3.328 -5.654 -5.465
H 2.920 3.156 3.981
H -0.036 -6.323 0.420
H 3.695 1.031 -4.705
H -4.255 2.962 0.399
H -0.218 6.820 -5.070
H -2.970 -3.146 -4.361
H 0.718 0.438 1.116
H 3.819 -2.487 6.932
H 5.168 -7.168 10.407
H -3.697 -0.851 2.834
H -0.437 0.702 2.907
H 1.166 1.679 5.778
H -4.109 -4.937 2.243
H -2.282 5.262 0.004
H -1.806 -0.393 1.615
H 2.170 -5.880 4.287
H 3.616 -5.240 -7.159
H -0.341 3.253 4.649
H -0.646 4.408 -0.177
H -1.406 -3.642 -5.047
H -2.244 -2.152 -6.789
H -3.297 8.999 0.731
H 1.669 -6.566 -7.422
H 3.503 1.821 5.141
H 4.408 -8.115 7.611
H 5.001 0.825 -8.567
H 3.128 1.422 3.351
H 0.700 1.095 -0.596
H 3.433 -3.050 -6.333
H -0.600 -1.700 0.250
H 2.509 -1.605 2.460
H -4.492 2.289 3.567
H 4.986 1.911 -6.486
H 1.300 -1.273 -2.141
H -3.750 1.541 5.699
H -2.295 10.466 0.791
H -6.055 1.743 4.355
H -1.981 8.796 -2.920
H -3.876 10.065 -1.388
H -3.028 -1.119 -5.587
H 3.095 -5.091 6.607
H 1.145 0.518 4.353
H -2.645 -6.497 0.510
H 1.304 4.480 -3.844
H -2.144 5.498 -5.323
H -4.727 -0.772 1.315
H -1.066 0.145 -5.847
H 0.950 -6.006 -5.896
H -4.325 2.020 -1.266
H -2.792 -3.150 3.743
H 2.322 0.620 -5.758